1.
111
Properties=species:S:1:pos:R:3:lowdin_charge:R:1 method="wB97M-V/def2-TZVPD" lumo_ev=0.2526 energy_ev=-103095.72411 homo_ha=-0.2430 de_lowest_ev=5.0275
In -12.61846 -14.81174 9.15445 0.65
C -13.20295 -13.50114 3.44064 -0.02
N -12.82870 -13.26629 4.84310 -0.09
C -12.56248 -12.05707 5.41024 -0.04
C -12.26554 -12.32357 6.70417 -0.12
N -12.41144 -13.62880 6.98638 0.06
C -12.84141 -14.16437 5.89601 -0.44
P -13.47326 -15.88014 5.72106 1.18
C -14.80981 -16.08692 7.02659 -0.64
N -14.46445 -15.62591 8.35803 -0.10
C -15.71840 -15.20709 8.90865 -0.16
C -16.66783 -15.07174 7.97384 -0.13
N -16.13429 -15.46095 6.72021 -0.16
C -16.31894 -14.46074 5.69220 -0.10
C -12.09717 -16.60673 6.56430 -0.42
N -11.54557 -16.28575 7.73547 0.01
C -10.37645 -16.95681 7.86366 -0.12
C -10.19357 -17.78366 6.76402 -0.04
N -11.28761 -17.60281 5.94258 -0.09
C -11.55580 -18.45131 4.75064 0.00
H -12.97491 -12.58505 2.90173 0.09
H -14.27539 -13.69933 3.25770 0.08
H -12.72839 -14.38510 3.08828 0.07
H -12.42676 -11.16655 4.85629 0.12
H -11.81424 -11.65906 7.42776 0.12
H -15.79205 -15.04167 9.99824 0.11
H -17.69254 -14.78806 8.18940 0.12
H -17.27815 -14.64656 5.14471 0.09
H -15.52954 -14.36950 4.91434 0.04
H -16.35103 -13.43715 6.12224 0.09
H -9.69300 -16.89634 8.75718 0.13
H -9.35356 -18.42551 6.48535 0.13
H -12.44059 -18.08761 4.31522 0.03
H -11.85005 -19.41088 5.19694 0.10
H -10.78777 -18.46702 3.99326 0.09
C -10.46681 -16.96897 12.16613 -0.10
C -11.61780 -15.96192 12.51082 -0.49
C -11.87467 -15.89612 14.05961 -0.07
P -13.03389 -16.12343 11.30098 1.10
C -13.85967 -17.82540 11.39319 -0.50
C -13.63002 -18.54053 12.67256 -0.13
C -13.43376 -18.73970 10.21143 -0.07
C -14.25268 -14.91941 11.99843 -0.31
C -15.19520 -15.28268 12.96608 -0.07
C -16.00909 -14.36562 13.57900 -0.27
C -16.96263 -14.68722 14.72694 -0.05
C -15.82933 -13.02565 13.20798 -0.03
C -14.97946 -12.63148 12.19288 -0.01
C -14.17599 -13.57135 11.55519 -0.30
N -13.31292 -13.27846 10.47316 -0.04
C -13.07338 -11.89329 10.30511 -0.22
C -12.12504 -11.19336 11.02861 -0.21
C -11.20664 -11.92616 12.01111 0.00
C -12.08512 -9.85872 10.86377 -0.04
C -12.92781 -9.16138 10.03911 -0.23
C -12.89434 -7.61230 9.88231 -0.05
C -13.85396 -9.90581 9.30936 -0.04
C -14.02452 -11.20597 9.44923 -0.25
C -15.13563 -11.88822 8.83552 -0.04
H -9.76094 -16.86381 12.98103 0.07
H -10.07720 -16.67990 11.10467 0.08
H -10.75592 -18.04242 12.15682 0.06
H -11.19589 -14.99229 12.26616 0.07
H -12.32945 -16.86155 14.31492 0.05
H -12.63680 -15.10953 14.13836 0.07
H -11.03312 -15.77496 14.71279 0.07
H -14.91361 -17.55475 11.38397 0.10
H -12.60797 -18.84125 12.79610 0.07
H -14.26873 -19.36780 12.62492 0.06
H -13.93303 -17.95129 13.58014 0.08
H -12.38934 -18.62601 10.03297 0.06
H -13.91745 -18.36286 9.32205 0.03
H -13.67255 -19.77210 10.43064 0.08
H -15.33267 -16.39341 13.13412 0.12
H -17.82927 -15.25603 14.31106 0.09
H -17.35999 -13.76190 15.10416 0.06
H -16.57644 -15.33243 15.48831 0.06
H -16.40077 -12.24413 13.62681 0.10
H -14.83372 -11.58112 11.99434 0.12
H -10.67687 -12.77925 11.68659 0.03
H -11.83121 -12.31403 12.82303 0.08
H -10.46260 -11.20171 12.40217 0.09
H -11.32377 -9.27726 11.42494 0.13
H -13.92506 -7.23851 10.05350 0.08
H -12.57253 -7.33862 8.86987 0.07
H -12.17430 -7.03551 10.49031 0.07
H -14.53427 -9.37570 8.72608 0.10
H -15.76786 -11.22296 8.29202 0.08
H -15.72276 -12.42328 9.53808 0.07
H -14.82625 -12.61897 8.06177 0.07
C -17.99140 -17.79895 6.18285 -0.19
Si -16.20093 -18.28104 5.77451 0.51
C -15.93101 -17.68638 4.03473 -0.20
C -16.17336 -20.16387 6.00506 -0.18
C -15.01373 -17.59083 7.10478 -0.24
H -18.23411 -17.94442 7.25567 0.04
H -18.69557 -18.44116 5.58107 0.04
H -18.25246 -16.79226 5.90345 0.00
H -16.79280 -17.89255 3.39781 0.03
H -15.05167 -18.26468 3.56758 0.05
H -15.69688 -16.61820 3.94461 -0.01
H -17.11913 -20.65137 5.68141 0.04
H -16.03263 -20.35635 7.03518 0.00
H -15.37009 -20.71249 5.51266 0.02
H -15.46091 -17.86050 8.07362 0.08
H -14.10080 -18.22206 7.22220 0.08
O -8.75056 -14.41655 8.05418 -0.31
Cl -9.27861 -13.75761 9.20578 0.76
O -10.51924 -14.56300 9.73208 -0.48
O -8.36189 -13.74991 10.33800 -0.32
O -9.69648 -12.37922 8.91323 -0.32


2.
22
Properties=species:S:1:pos:R:3:nbo_charge:R:1 method="wB97M-V/def2-TZVPD" lumo_ev=1.1295 smiles=CC(C)C.CC energy_ev=-6480.95461 homo_ha=-0.4101 de_lowest_ev=0.7032
C -0.88602 -0.03864 0.97340 -0.63
C -1.68742 -0.17000 -0.36796 -0.21
C -0.83222 -0.51816 -1.55468 -0.61
C -2.74655 -1.24401 -0.13509 -0.60
H -0.18119 -0.85156 1.08006 0.22
H -1.70625 0.28170 1.61159 0.22
H -0.24415 0.83676 0.91495 0.20
H -2.25977 0.73419 -0.60993 0.19
H -0.14635 0.28256 -1.83692 0.20
H -0.21723 -1.40922 -1.36392 0.20
H -1.40278 -0.78641 -2.44661 0.21
H -3.36855 -0.99137 0.72688 0.20
H -3.39635 -1.39870 -0.99618 0.20
H -2.29468 -2.21235 0.10852 0.20
C 2.76163 0.39798 1.02676 -0.61
C 2.52293 1.42963 -0.09729 -0.62
H 3.29089 0.90432 1.83631 0.20
H 1.84917 0.16799 1.57930 0.20
H 3.29266 -0.47993 0.68147 0.21
H 1.68130 1.15508 -0.72110 0.20
H 2.52995 2.44966 0.28630 0.21
H 3.44095 1.46048 -0.69587 0.20


3.
63
Properties=species:S:1:pos:R:3:mulliken_spin:R:1 method="wB97M-V/def2-TZVPD" lumo_ev="-7.6679 / -7.6624" energy_ev=-179519.93986 spin_multiplicity=2 homo_ha="-0.5195 / -0.5195" de_lowest_ev=1.8608 total_charge=+2
W 0.28153 -0.14554 0.20461 0.10
C -2.64755 2.85696 -0.49186 0.00
C -1.70597 1.89004 -1.17865 -0.02
C -0.53393 2.60704 -1.81865 0.00
C -2.42995 0.98760 -2.15324 0.02
O -1.16504 0.97282 -0.08403 -0.05
Ge -2.44902 1.32413 2.28083 0.01
O 1.34498 1.17710 0.81600 0.00
C 2.14966 2.12630 1.62413 0.00
C 1.42892 2.30713 2.94795 0.00
C 3.51638 1.49130 1.79163 0.00
C 2.20967 3.41218 0.82405 0.00
O -3.06551 -0.22320 2.16127 0.00
C -3.72194 -1.56208 2.01191 -0.06
C -3.78694 -1.86076 0.56108 0.88
C -2.85660 -2.54123 2.78195 0.06
C -5.11196 -1.41437 2.61613 0.06
H -3.07110 3.53646 -1.23149 0.00
H -2.13468 3.46688 0.25540 0.00
H -3.50577 2.33153 -0.05253 0.00
H -0.92175 3.35291 -2.51327 0.00
H 0.09297 1.92266 -2.38738 0.00
H 0.07266 3.12250 -1.07713 0.00
H -2.77866 1.58754 -2.99510 0.00
H -3.29970 0.52052 -1.69250 0.00
H -1.76449 0.21747 -2.54228 0.00
H 1.33008 1.36034 3.47715 0.00
H 0.44403 2.75528 2.79040 0.00
H 1.99911 2.98891 3.57824 0.00
H 3.45122 0.54827 2.33071 0.00
H 4.14932 2.16795 2.36580 0.00
H 3.98438 1.31774 0.82287 0.00
H 1.21689 3.84636 0.69729 0.00
H 2.66093 3.24299 -0.15326 0.00
H 2.82289 4.13505 1.36211 0.00
H -1.77148 -1.74857 -0.20524 -0.02
H -4.20614 -1.12916 -0.11619 0.05
H -3.72881 -2.89169 0.23728 -0.01
H -1.84960 -2.57818 2.36778 -0.03
H -3.29829 -3.53512 2.71184 0.00
H -2.80570 -2.26309 3.83354 0.00
H -5.69698 -0.66814 2.07941 0.00
H -5.03878 -1.13812 3.66829 0.01
H -5.63394 -2.36844 2.54805 0.00
O 1.79924 -1.65299 0.68243 0.00
Cl 1.37557 -1.97160 2.11248 0.00
O 2.41998 -1.68839 3.02304 0.00
O -0.83183 -1.63249 -0.00578 0.00
O 0.30612 -0.80582 2.19658 0.00
Br 3.71107 0.71745 -2.23694 0.00
C 3.54538 -1.09973 -2.74794 0.00
C 4.71663 -1.74698 -3.10012 0.00
C 4.67657 -3.04848 -3.57845 0.00
C 3.46593 -3.70972 -3.73373 0.00
C 2.29484 -3.06557 -3.39270 0.00
C 2.31864 -1.76381 -2.87585 0.00
C 1.00239 -1.23411 -2.51845 -0.01
O -0.06362 -1.49256 -2.95602 0.00
O 1.05053 -0.27031 -1.43016 0.00
H 5.65920 -1.22482 -3.01761 0.00
H 5.60248 -3.53964 -3.84595 0.00
H 3.43621 -4.71767 -4.12219 0.00
H 1.33928 -3.55908 -3.50755 0.00


Repeat the second record exactly.
22
Properties=species:S:1:pos:R:3:nbo_charge:R:1 method="wB97M-V/def2-TZVPD" lumo_ev=1.1295 smiles=CC(C)C.CC energy_ev=-6480.95461 homo_ha=-0.4101 de_lowest_ev=0.7032
C -0.88602 -0.03864 0.97340 -0.63
C -1.68742 -0.17000 -0.36796 -0.21
C -0.83222 -0.51816 -1.55468 -0.61
C -2.74655 -1.24401 -0.13509 -0.60
H -0.18119 -0.85156 1.08006 0.22
H -1.70625 0.28170 1.61159 0.22
H -0.24415 0.83676 0.91495 0.20
H -2.25977 0.73419 -0.60993 0.19
H -0.14635 0.28256 -1.83692 0.20
H -0.21723 -1.40922 -1.36392 0.20
H -1.40278 -0.78641 -2.44661 0.21
H -3.36855 -0.99137 0.72688 0.20
H -3.39635 -1.39870 -0.99618 0.20
H -2.29468 -2.21235 0.10852 0.20
C 2.76163 0.39798 1.02676 -0.61
C 2.52293 1.42963 -0.09729 -0.62
H 3.29089 0.90432 1.83631 0.20
H 1.84917 0.16799 1.57930 0.20
H 3.29266 -0.47993 0.68147 0.21
H 1.68130 1.15508 -0.72110 0.20
H 2.52995 2.44966 0.28630 0.21
H 3.44095 1.46048 -0.69587 0.20